i) One molecule with the formula Cl2HNS, computed with ωB97M-V with the def2-TZVPD basis set.

```
5
Properties=species:S:1:pos:R:3:nbo_charge:R:1
H 1.61513 -0.20965 -0.76722 0.29
Cl -1.13039 1.56096 -0.91730 -0.22
Cl -1.23393 -0.65886 1.62587 -0.03
S -0.61877 -0.45577 -0.17560 0.71
N 1.36798 -0.23667 0.23425 -0.76
```

Properties
net charge = 0
multiplicity = 1
HOMO (alpha / beta) = -0.33354 / -0.33370 hartree

---

ii) One molecule with the formula Cl2HNS, computed with ωB97M-V with the def2-TZVPD basis set.

```
5
Properties=species:S:1:pos:R:3:nbo_charge:R:1
Cl -1.32361 1.61063 0.55249 -0.28
H 1.49791 -0.17173 0.29411 0.36
Cl -1.01287 -1.49228 0.41945 -0.23
S -0.32786 0.12691 -0.67935 1.10
N 1.16643 -0.07353 -0.58670 -0.96
```

Properties
net charge = 0
multiplicity = 1
HOMO = -0.39957 hartree

---

Stability summary - winner: ii); margin: 248.1 kJ/mol.

---

i) A 2-piece molecular cluster, C5H15NO overall, computed with ωB97M-V with the def2-TZVPD basis set.

```
22
Properties=species:S:1:pos:R:3:nbo_charge:R:1
H 1.83102 0.59713 -0.42950 0.23
C -2.80221 -0.43595 0.96460 -0.75
H -0.05178 0.15687 1.37743 0.34
H 0.60943 2.30406 0.34273 0.48
C -1.85196 0.59577 0.39250 -0.52
H -1.91442 1.59759 0.83880 0.17
H -2.49344 -0.77647 1.94695 0.20
H 3.45057 -1.16850 -1.48777 0.20
H -2.16100 0.81916 -0.62602 0.17
C 1.49011 -0.23577 -1.03197 -0.46
H 1.13673 3.03789 1.62910 0.37
C 0.09192 -0.65161 -0.50840 -0.26
O 1.29969 2.90076 0.67906 -1.11
H 2.83837 -1.50296 0.04754 0.20
C 2.50632 -1.36581 -0.98291 -0.63
H 0.22193 -1.69461 -0.17305 0.15
H -3.83442 -0.06094 0.91379 0.19
H -2.81596 -1.30239 0.28519 0.18
N -0.44823 0.27717 0.45384 -0.72
H 1.40001 0.08981 -2.07211 0.19
H 2.16387 -2.33986 -1.28782 0.19
H -0.66653 -0.84134 -1.27198 0.18
```

Properties
net charge = -1
multiplicity = 2
HOMO (alpha / beta) = 0.04830 / -0.18623 hartree

---

ii) A 2-piece molecular cluster, C5H15NO overall, computed with ωB97M-V with the def2-TZVPD basis set.

```
22
Properties=species:S:1:pos:R:3:nbo_charge:R:1
H -1.42193 0.61120 1.84968 0.19
H -0.03407 -1.13293 -2.26554 0.34
N 0.53451 -0.61900 -1.61049 -0.64
O 2.53698 0.68008 2.84415 -1.16
H 2.26531 1.11842 2.00844 0.38
H 2.20159 -1.45141 -2.56492 0.17
C -1.39703 0.10168 -0.23776 -0.25
H 1.77455 0.11710 3.07164 0.37
C -0.09976 -0.68686 -0.29348 -0.35
H 0.60956 -0.26281 0.42582 0.17
H -3.05151 0.08745 1.21637 0.19
H 2.58146 -0.15589 -1.44610 0.18
H -2.14552 -0.29770 -0.93042 0.17
C -1.97315 -0.05503 1.18405 -0.74
H -0.09114 1.79667 -0.57610 0.21
H 2.14624 -1.80547 -0.88320 0.17
H -1.55070 1.89880 -1.49541 0.19
H -1.61460 2.24037 0.21966 0.20
C -1.15816 1.59202 -0.52111 -0.66
H -1.76866 -1.04670 1.58436 0.19
C 1.92613 -1.00523 -1.60290 -0.47
H -0.27010 -1.72476 0.02328 0.15
```

Properties
net charge = -1
multiplicity = 2
HOMO (alpha / beta) = 0.04196 / -0.20111 hartree

---

iii) A 2-piece molecular cluster, C5H15NO overall, computed with ωB97M-V with the def2-TZVPD basis set.

```
22
Properties=species:S:1:pos:R:3:nbo_charge:R:1
C -1.59275 0.23016 -1.00629 -0.22
H -2.02298 -1.74515 -1.41820 0.34
H 0.78273 2.96900 0.87398 0.19
H 2.11801 -0.47215 0.84581 0.24
C 0.51500 0.89712 0.28632 -0.22
H 2.15200 -2.93968 -0.70400 0.33
H 0.86773 -3.62640 -0.31583 0.31
H -1.18347 1.02759 -1.59310 0.17
H 0.90663 0.92256 -0.73377 0.19
C 1.55560 0.36608 1.25740 -0.64
H 1.06293 -0.03730 2.14644 0.20
C -0.64226 -0.09887 0.16984 -0.47
N -1.85757 -0.88623 -1.92864 -0.87
H 2.33404 1.08827 1.52592 0.18
H -0.48861 2.05261 1.76638 0.20
O 1.39757 -2.83330 -0.09112 -1.48
H -1.19256 -0.23469 1.10902 0.18
H -0.28309 -1.09473 -0.03303 0.25
H -0.79770 2.66897 0.15835 0.20
C -0.02535 2.23647 0.79739 -0.61
H -1.03633 -1.04332 -2.47892 0.34
H -2.56957 0.55299 -0.63395 0.17
```

Properties
net charge = -1
multiplicity = 2
HOMO (alpha / beta) = 0.03275 / -0.21852 hartree

---

Stability summary - winner: iii); margin: 48.8 kJ/mol.

---

i) A 2-piece molecular cluster, C4H10Se overall, computed with ωB97M-V with the def2-TZVPD basis set.

```
15
Properties=species:S:1:pos:R:3:nbo_charge:R:1
H 1.40363 -3.50581 2.13865 0.21
C 0.81369 -2.63341 2.37688 -0.85
H 0.42890 0.91609 0.58370 0.23
H -0.46163 3.18406 0.46493 0.22
H 0.90940 -2.67127 3.54151 0.20
C -0.47381 1.08980 -0.15679 -0.56
Se -2.92680 -0.33323 -0.32858 0.31
H -3.63777 1.05201 -0.51081 0.00
H -1.95699 2.30625 0.94966 0.21
H 1.11926 -1.69489 2.00210 0.21
H -0.11691 1.26853 -1.20191 0.26
C -1.18973 2.41099 0.19204 -0.62
C -1.17432 -0.23243 -0.12916 -0.25
H -1.67520 2.72498 -0.71952 0.20
H -0.21087 -2.83755 2.07963 0.22
```

Properties
net charge = 0
multiplicity = 1
HOMO = -0.31772 hartree

---

ii) A 2-piece molecular cluster, C4H10Se overall, computed with ωB97M-V with the def2-TZVPD basis set.

```
15
Properties=species:S:1:pos:R:3:nbo_charge:R:1
H 0.47232 0.66951 -3.50772 -0.04
H -0.80543 -0.86477 -1.59637 0.22
C 0.84004 -0.28628 1.38784 -0.64
H 0.44475 -1.86796 -0.85668 0.22
C 0.19984 0.08297 0.05567 -0.14
C -0.88643 1.13186 0.23458 -0.64
H 1.57752 -1.07688 1.25828 0.22
H -1.69751 0.72717 0.83735 0.21
H 0.07213 -0.63872 2.07619 0.22
H -0.49763 2.01642 0.73546 0.21
Se 1.68193 0.87920 -1.05256 0.14
H -1.09682 -1.62906 -0.02726 0.21
H 1.32872 0.57552 1.83989 0.21
C -0.34525 -1.14783 -0.65329 -0.63
H -1.28818 1.42886 -0.73138 0.22
```

Properties
net charge = 0
multiplicity = 1
HOMO (alpha / beta) = -0.32629 / -0.32643 hartree

---

Stability summary - winner: i); margin: 10.3 kJ/mol.

---

i) A 2-piece molecular cluster, C2H8OS2 overall, computed with ωB97M-V with the def2-TZVPD basis set.

```
13
Properties=species:S:1:pos:R:3:nbo_charge:R:1
H -1.15540 -1.41305 1.44855 0.23
H 2.95376 2.09432 -1.44386 0.24
C 2.02027 1.37902 -1.28995 -0.79
S 1.89177 1.09026 0.47821 0.10
C -0.24572 -0.75645 1.64986 -0.76
S 1.18115 -0.89944 0.46459 0.05
H -0.63988 0.26774 1.50211 0.24
H 2.08577 0.45439 -1.94735 0.24
H 0.11186 -0.79820 2.71488 0.22
O -3.28963 -0.77866 -0.73959 -0.94
H -2.41736 -0.96097 -1.02284 0.47
H 1.09844 1.93740 -1.65916 0.22
H -3.59503 -1.61637 -0.15546 0.47
```

Properties
net charge = 0
multiplicity = 1
HOMO = -0.30804 hartree
SMILES = CSSC.O

---

ii) A 2-piece molecular cluster, C2H8OS2 overall, computed with ωB97M-V with the def2-TZVPD basis set.

```
13
Properties=species:S:1:pos:R:3:nbo_charge:R:1
H 2.24450 2.47042 -0.67227 0.46
H 2.32387 0.28367 0.59004 0.19
C 0.71459 1.41184 -0.16763 -0.06
S -1.80457 -1.98307 0.99251 -0.12
O 1.30264 2.45189 -0.75993 -0.72
C 1.53609 0.12959 -0.20752 -0.65
H 0.64523 1.71416 0.85556 0.15
H 2.05740 0.10607 -1.20350 0.21
H -2.60722 -1.50746 1.98404 0.13
H -3.85756 -3.38452 -0.20699 0.11
H -0.18979 1.33902 -0.80529 0.18
S -3.24524 -2.27217 -0.44788 -0.12
H 0.88007 -0.75943 0.04886 0.23
```

Properties
net charge = 0
multiplicity = 1
HOMO = -0.35356 hartree
SMILES = CCO.SS

---

iii) A 2-piece molecular cluster, C2H8OS2 overall, computed with ωB97M-V with the def2-TZVPD basis set.

```
13
Properties=species:S:1:pos:R:3:nbo_charge:R:1
C -0.65540 0.84971 2.07908 -0.74
O 2.31276 -0.77525 -0.26992 -0.92
C -0.61629 -0.49267 -2.01959 -0.75
H -0.65337 -1.34146 -2.79269 0.23
S -0.66157 -0.79985 1.29778 0.09
S -1.76597 -0.47089 -0.52658 0.06
H 2.45197 -0.36899 0.58646 0.47
H -0.94962 0.80568 3.08056 0.22
H -1.21896 1.59883 1.61531 0.23
H -0.87679 0.46268 -2.57122 0.22
H 0.49498 -0.49500 -1.72237 0.21
H 1.81306 -0.18543 -0.77299 0.45
H 0.32522 1.21264 2.01617 0.20
```

Properties
net charge = 0
multiplicity = 1
HOMO = -0.32112 hartree
SMILES = CSSC.O

---

iv) A 2-piece molecular cluster, C2H8OS2 overall, computed with ωB97M-V with the def2-TZVPD basis set.

```
13
Properties=species:S:1:pos:R:3:nbo_charge:R:1
H 4.07357 3.57443 1.12546 0.17
C -2.89548 -3.32919 -0.75464 -0.75
C 3.62034 4.36667 1.63217 -0.24
H 1.96979 4.61365 2.43341 0.47
S -2.87701 -2.97970 -2.51691 0.11
H -3.72711 -3.78983 -0.24582 0.21
S -2.09974 -4.77496 -3.18129 -0.15
H -2.84795 -2.31206 -0.36931 0.22
H -2.09964 -3.98353 -0.55026 0.23
O 2.19445 4.49365 1.51507 -0.72
H -3.29349 -5.45799 -3.12931 0.13
H 3.96145 4.32783 2.78450 0.15
H 4.02084 5.25105 1.25693 0.17
```

Properties
net charge = 0
multiplicity = 1
HOMO = -0.33123 hartree
SMILES = CSS.CO

---

Stability summary - winner: i); margin: 10.0 kJ/mol.

---

i) A 2-piece molecular cluster, C2H8OS2 overall, computed with ωB97M-V with the def2-TZVPD basis set.

```
13
Properties=species:S:1:pos:R:3:nbo_charge:R:1
H 0.83029 1.92181 -0.69775 0.22
C -0.20102 1.62761 -0.43786 -0.66
H 0.59423 0.37333 1.23414 0.17
C -0.31481 0.86840 0.89484 -0.06
H -0.72631 1.53572 1.66495 0.18
H 1.13702 -1.08889 -1.49663 0.15
O -1.28825 -0.18274 0.81520 -0.74
H -0.70250 1.13335 -1.26147 0.21
S 0.55701 -2.39319 -1.64523 -0.13
H -0.58615 2.62861 -0.29985 0.22
H -1.42388 -0.51630 -0.07645 0.47
S 1.47846 -3.01187 0.13215 -0.15
H 0.64590 -2.89583 1.17395 0.14
```

Properties
net charge = 0
multiplicity = 1
HOMO = -0.35581 hartree
SMILES = CCO.SS

---

ii) A 2-piece molecular cluster, C2H8OS2 overall, computed with ωB97M-V with the def2-TZVPD basis set.

```
13
Properties=species:S:1:pos:R:3:nbo_charge:R:1
H -0.03679 -2.08388 -1.22645 0.19
S 0.20575 1.98142 1.96974 -0.11
O 1.05264 -1.22236 0.10824 -0.75
C -0.09939 -1.12783 -0.74222 -0.08
C 0.03725 -0.03043 -1.75176 -0.65
H 0.05714 -0.33920 -2.85699 0.22
H -0.26588 2.27262 0.92345 0.08
S -1.13059 0.92626 3.13165 -0.12
H 0.84401 0.65213 -1.38194 0.21
H -0.83301 0.54808 -1.75995 0.21
H -0.38236 -0.21970 3.19125 0.15
H 1.44306 -0.44415 0.41121 0.47
H -0.89183 -0.91297 -0.01624 0.17
```

Properties
net charge = 0
multiplicity = 1
HOMO = -0.34688 hartree
SMILES = CCO.SS

---

Stability summary - winner: i); margin: 71.6 kJ/mol.